Entry 1:
{"formula": "C3H10OSSi", "method": "ωB97M-V with the def2-TZVPD basis set", "e_homo_ev": -7.808, "e_tot_ha": -883.1888, "max_force_ha_per_bohr": 0.0786, "e_lumo_ha": 0.020, "charge": 0, "spin_multiplicity": 1, "gap_ha": 0.307, "species": ["C", "C", "C", "O", "Si", "S", "H", "H", "H", "H", "H", "H", "H", "H", "H", "H"], "coordinates": [[-0.9706, 1.6136, 0.3340], [-0.5767, -0.4687, -2.2018], [1.9587, -0.1086, 0.9858], [-1.0002, -1.3680, 0.1967], [-0.2229, 0.0004, -0.3395], [1.4767, -0.4655, 2.6743], [-1.2519, 2.2770, -0.4472], [-1.8803, 1.3265, 0.8872], [-0.3087, 2.2135, 0.9787], [-0.0454, -0.0635, -3.1130], [-0.6163, -1.5626, -2.2927], [-1.5729, -0.0777, -2.2236], [2.5921, -0.9096, 0.4190], [2.4381, 0.8082, 0.9397], [-0.9389, -1.7399, 1.1479], [0.9192, -1.4753, 2.0545]], "forces_ev_per_a": [[0.246, -0.738, 0.524], [1.489, 0.642, -0.081], [-1.580, -1.969, -3.156], [0.116, -0.994, 2.738], [2.156, -0.596, 0.896], [0.231, -0.002, -0.632], [-0.430, 0.503, -0.914], [0.309, 0.216, -0.090], [-0.123, -0.617, -0.047], [-0.330, -0.181, 1.338], [0.029, 0.392, 0.236], [-0.968, 0.089, -0.351], [-1.107, 1.318, 1.481], [0.852, 1.824, -0.307], [-0.150, 1.345, -2.428], [-0.740, -1.232, 0.793]]}

Entry 2:
{"formula": "C3H10OSi", "method": "ωB97M-V with the def2-TZVPD basis set", "e_homo_ev": -7.938, "e_tot_ha": -484.8998, "max_force_ha_per_bohr": 0.0885, "e_lumo_ha": 0.031, "charge": 0, "spin_multiplicity": 1, "gap_ha": 0.322, "species": ["C", "C", "C", "O", "Si", "H", "H", "H", "H", "H", "H", "H", "H", "H", "H"], "coordinates": [[1.5857, 0.9595, 0.1603], [1.1462, -0.0832, -0.8093], [-2.0363, -0.0304, 0.7188], [-2.3099, 0.9137, -0.2589], [-0.0292, -1.4746, -0.1778], [0.6515, 1.3583, 0.6155], [2.3343, 0.6591, 0.9221], [2.2243, 1.6065, -0.4185], [1.9879, -0.7495, -1.1069], [0.8671, 0.3868, -1.7706], [-2.0133, 0.2562, 1.8756], [-2.7330, -0.8162, 0.7823], [-1.7894, 1.6564, -0.2383], [0.7303, -2.3948, 0.8775], [-0.6161, -2.2479, -1.1718]], "forces_ev_per_a": [[0.339, -0.019, 0.816], [0.234, -2.592, -1.099], [2.908, -0.866, 1.896], [-2.484, -2.949, 0.068], [-0.383, 3.089, 3.319], [1.100, 0.505, -0.073], [-0.982, -0.458, 0.020], [-0.424, 1.248, -0.075], [0.028, 0.511, 0.049], [-0.409, -0.332, 0.515], [0.609, 0.273, -2.528], [-1.201, -0.733, -0.907], [2.142, 2.491, 0.479], [-0.789, 0.947, -1.050], [-0.690, -1.116, -1.431]]}

Entry 3:
{"formula": "C3H10S", "method": "ωB97M-V with the def2-TZVPD basis set", "e_homo_ev": -8.453, "e_tot_ha": -518.4506, "max_force_ha_per_bohr": 0.0535, "smiles": "CSC.C", "e_lumo_ha": 0.031, "charge": 0, "spin_multiplicity": 1, "gap_ha": 0.341, "species": ["C", "S", "C", "H", "H", "H", "H", "H", "H", "C", "H", "H", "H", "H"], "coordinates": [[-0.8449, -0.3623, -1.4542], [-1.6764, -1.0460, 0.0348], [-0.2889, -0.8410, 1.3107], [0.1964, -0.6619, -1.5359], [-0.9282, 0.7152, -1.3636], [-1.3617, -0.7030, -2.3415], [-0.6255, -1.4493, 2.1360], [0.6542, -1.0672, 0.8333], [-0.4116, 0.2164, 1.5104], [3.6092, 2.7339, 0.1206], [3.7738, 3.7993, 0.0665], [4.4335, 2.2896, 0.6688], [3.6032, 2.2796, -0.8815], [2.6194, 2.3742, 0.4001]], "forces_ev_per_a": [[-0.308, 0.163, 0.813], [1.056, -0.539, -0.032], [-2.034, 0.752, -1.690], [0.043, -0.097, 0.175], [0.223, 0.176, -0.341], [-0.238, -0.057, -0.059], [0.462, -0.166, 0.247], [0.161, -0.307, 0.308], [0.641, 0.080, 0.580], [-0.081, -1.135, -1.194], [-0.465, 0.227, -0.003], [-0.227, -0.202, 0.287], [0.682, 0.497, -0.095], [0.085, 0.609, 1.006]]}

Entry 4:
{"formula": "C3H11BNO2", "method": "ωB97M-V with the def2-TZVPD basis set", "e_homo_ev": -14.129, "e_tot_ha": -350.7642, "max_force_ha_per_bohr": 0.0979, "e_lumo_ha": -0.119, "charge": 1, "spin_multiplicity": 1, "gap_ha": 0.401, "species": ["B", "C", "C", "C", "N", "O", "O", "H", "H", "H", "H", "H", "H", "H", "H", "H", "H", "H"], "coordinates": [[0.3055, 1.3047, -1.3595], [0.3366, -0.8704, 2.0573], [0.4926, 1.3084, 0.2055], [0.1876, -0.7326, 0.5788], [-1.1895, -1.0801, 0.0819], [1.0699, 1.9338, -2.1932], [-0.5780, 0.3116, -1.9110], [-0.2611, -0.2323, 2.5644], [0.3344, -2.0285, 2.3325], [1.3005, -0.4611, 2.4504], [1.4959, 1.3755, 0.5033], [-0.3491, 1.7274, 0.7800], [1.0544, -1.2478, 0.1217], [-1.2974, -0.3548, -0.6864], [-1.9355, -1.1615, 0.7264], [-1.3103, -1.9737, -0.4149], [1.2139, 1.6974, -3.0866], [-0.8704, 0.4839, -2.7505]], "forces_ev_per_a": [[-0.998, -2.326, 0.499], [2.855, -3.320, -0.373], [-2.878, -4.036, -0.865], [1.649, 3.192, 0.540], [1.131, -0.488, -1.886], [1.665, 2.173, 0.389], [0.963, 0.299, 3.694], [-2.901, 1.249, 1.819], [-0.401, 2.530, -0.084], [-0.193, -0.697, -0.955], [1.035, 0.584, 0.864], [0.878, 0.016, 0.128], [-1.220, 0.156, -0.610], [-0.587, -0.458, 0.125], [-0.677, 0.807, 1.542], [0.882, 0.074, -0.041], [-0.076, -0.348, -1.381], [-1.126, 0.593, -3.407]]}

Entry 5:
{"formula": "C3H11N", "method": "ωB97M-V with the def2-TZVPD basis set", "e_homo_ev": -9.059, "e_tot_ha": -175.6180, "max_force_ha_per_bohr": 0.0220, "smiles": "CNC.C", "e_lumo_ha": 0.039, "charge": 0, "spin_multiplicity": 1, "gap_ha": 0.372, "species": ["C", "N", "C", "H", "H", "H", "H", "H", "H", "H", "C", "H", "H", "H", "H"], "coordinates": [[2.6648, 0.6807, -0.9715], [2.8682, 0.9485, 0.4764], [1.7181, 1.6779, 1.0419], [1.9521, 1.3844, -1.3975], [2.3095, -0.3408, -1.1015], [3.6186, 0.7658, -1.4764], [3.6320, 1.6200, 0.4764], [0.7821, 1.1781, 0.8064], [1.8492, 1.7314, 2.1198], [1.6275, 2.7050, 0.6830], [-4.6057, -2.4902, -0.1188], [-5.1924, -1.7050, -0.5992], [-3.7811, -1.9794, 0.3640], [-5.2141, -3.0307, 0.5914], [-4.2287, -3.1458, -0.8942]], "forces_ev_per_a": [[-0.026, -0.256, 0.892], [-0.161, 0.768, -0.814], [0.415, -0.196, 0.170], [-0.069, 0.061, -0.315], [-0.171, 0.034, -0.113], [0.132, 0.003, -0.227], [0.053, -0.253, 0.424], [-0.003, -0.236, 0.092], [-0.190, -0.074, 0.134], [0.018, 0.149, -0.244], [-0.037, 0.628, -0.420], [-0.163, -0.162, 0.036], [0.188, -0.163, 0.238], [-0.057, -0.108, 0.158], [0.070, -0.194, -0.013]]}

Entry 6:
{"formula": "C3H11N2", "method": "ωB97M-V with the def2-TZVPD basis set", "e_homo_ev": -14.736, "e_tot_ha": -230.1383, "max_force_ha_per_bohr": 0.0300, "e_lumo_ha": -0.116, "charge": 1, "spin_multiplicity": 1, "gap_ha": 0.425, "species": ["C", "N", "H", "H", "H", "H", "C", "C", "N", "H", "H", "H", "H", "H", "H", "H"], "coordinates": [[0.7953, -2.7192, 1.0938], [0.1138, -1.7838, 1.6150], [1.3464, -2.5415, 0.1739], [0.9747, -3.6615, 1.6075], [-0.4952, -2.1749, 2.3371], [-0.2292, -0.4049, 0.2826], [0.6095, 2.0971, -0.8155], [-0.4717, 1.0844, -1.2276], [-0.9479, 0.2739, -0.0494], [0.6408, 2.0750, 0.2775], [1.5972, 1.9532, -1.2364], [0.3014, 3.1037, -1.0884], [-1.3274, 1.5672, -1.6709], [-0.0408, 0.3592, -1.9149], [-0.9869, 0.9018, 0.7619], [-1.8801, -0.1296, -0.1461]], "forces_ev_per_a": [[0.654, 0.262, 0.578], [-0.876, -0.495, -1.065], [0.201, 0.055, 0.065], [-0.380, -0.299, -0.318], [0.558, 0.414, 0.562], [-0.648, -0.552, 0.111], [-0.874, 0.194, 0.571], [0.823, -0.350, -0.493], [0.654, 1.256, 0.615], [0.531, 0.242, -0.029], [0.007, -0.422, 0.040], [-0.049, 0.019, -0.013], [-0.247, 0.009, -0.122], [-0.332, 0.035, -0.217], [-0.319, -0.038, -0.091], [0.299, -0.331, -0.191]]}

Entry 7:
{"formula": "C3H11N2", "method": "ωB97M-V with the def2-TZVPD basis set", "e_homo_ev": -14.421, "e_tot_ha": -230.0706, "max_force_ha_per_bohr": 0.1016, "e_lumo_ha": -0.132, "charge": 1, "spin_multiplicity": 1, "gap_ha": 0.398, "species": ["C", "N", "H", "H", "H", "H", "H", "H", "C", "C", "N", "H", "H", "H", "H", "H"], "coordinates": [[-1.2916, -0.9015, -2.0807], [0.0840, -0.2346, -1.7697], [-2.1961, -0.3302, -1.6798], [-1.3037, -1.9372, -1.7959], [-1.3715, -1.1230, -3.1352], [0.1180, 0.5833, -2.3138], [0.1025, 0.2491, -0.5615], [0.9591, -0.8105, -1.6699], [-0.2607, -0.4335, 1.8095], [1.1816, 1.2793, 1.5381], [0.4310, 0.5893, 0.8625], [-0.7015, 0.2333, 2.5927], [-0.9205, -1.1532, 1.3042], [0.6099, -1.0125, 2.1919], [1.4835, 2.2734, 1.3977], [1.8388, 0.8786, 2.4185]], "forces_ev_per_a": [[0.413, 0.020, 0.077], [-1.587, -0.971, 4.010], [1.704, -0.625, -0.501], [0.146, -0.254, 1.329], [-0.019, 1.065, -0.620], [0.921, 1.010, -1.128], [-0.038, -0.231, -1.450], [-1.374, 0.565, -1.150], [2.046, 0.024, -0.226], [4.311, 0.485, 2.910], [-3.905, -2.311, -0.793], [-0.066, -1.331, -0.743], [-0.032, 0.749, 0.084], [-0.879, 0.158, 0.342], [0.440, 1.365, -1.501], [-2.081, 0.282, -0.640]]}

Entry 8:
{"formula": "C3H11N2", "method": "ωB97M-V with the def2-TZVPD basis set", "e_homo_ev": -15.372, "e_tot_ha": -230.1089, "max_force_ha_per_bohr": 0.1141, "e_lumo_ha": -0.122, "charge": 1, "spin_multiplicity": 1, "gap_ha": 0.443, "species": ["C", "N", "H", "H", "H", "H", "C", "N", "C", "H", "H", "H", "H", "H", "H", "H"], "coordinates": [[0.6976, 2.0584, -1.0284], [1.3596, 1.0217, -0.8075], [1.1837, 3.0058, -1.2814], [-0.3394, 1.9047, -1.3620], [0.8223, -0.0791, 0.1889], [2.4100, 1.2822, -0.7792], [-1.0833, -0.1153, 1.4308], [0.0594, -0.7765, 0.6478], [-0.3450, -1.5742, -0.5033], [-1.1816, 0.8974, 0.9775], [-2.0413, -0.5341, 1.2447], [-0.9214, -0.2725, 2.3910], [0.4587, -1.4700, 1.2652], [-0.6847, -0.9011, -1.2447], [-0.9973, -2.4324, -0.2252], [0.6027, -2.0152, -0.9142]], "forces_ev_per_a": [[-0.792, 0.695, -2.395], [3.444, -0.043, 0.889], [-0.327, 0.030, 0.396], [-0.050, 0.498, 0.900], [-1.212, -0.494, 0.710], [-1.947, -0.797, 0.243], [0.309, 1.386, -5.694], [-0.411, -0.225, 0.828], [1.241, -1.841, -0.515], [0.339, -0.360, 1.258], [-0.616, -1.064, -0.698], [1.094, 0.340, 4.496], [0.631, 0.280, 0.434], [-0.960, 0.300, -0.827], [0.114, 1.007, -0.299], [-0.858, 0.291, 0.275]]}

Entry 9:
{"formula": "C3H11N2", "method": "ωB97M-V with the def2-TZVPD basis set", "e_homo_ev": -14.075, "e_tot_ha": -230.1209, "max_force_ha_per_bohr": 0.0485, "e_lumo_ha": -0.128, "charge": 1, "spin_multiplicity": 1, "gap_ha": 0.389, "species": ["C", "N", "H", "H", "H", "H", "H", "H", "C", "C", "N", "H", "H", "H", "H", "H"], "coordinates": [[1.5125, 0.0456, -2.2012], [0.4152, -0.4087, -1.2562], [1.8663, -0.7839, -2.8052], [1.1166, 0.8682, -2.7846], [2.3625, 0.3891, -1.6256], [0.1345, 0.2594, -0.5447], [0.5809, -1.3075, -0.8143], [-0.3454, -0.4397, -1.9361], [-1.5540, 0.9474, 1.3774], [-0.1635, -0.7845, 2.0897], [-0.8253, -0.3263, 1.1168], [-2.5373, 0.6032, 1.6807], [-1.6903, 1.4794, 0.4555], [-1.1038, 1.4729, 2.2200], [0.2045, -1.8079, 2.0294], [0.0266, -0.2068, 2.9984]], "forces_ev_per_a": [[0.725, 0.128, 0.953], [0.460, 0.555, -2.387], [-0.400, -0.052, -0.140], [0.022, -0.065, -0.174], [0.054, 0.143, 0.145], [0.134, -0.045, 0.365], [-0.191, -0.056, 0.049], [-0.657, -0.746, 0.752], [0.338, -1.600, 0.409], [0.044, -0.136, -0.057], [-0.533, 0.521, 0.403], [-0.294, 0.207, 0.054], [0.177, 0.681, -0.222], [-0.034, 0.483, -0.299], [0.327, 0.165, 0.020], [-0.173, -0.184, 0.129]]}

Entry 10:
{"formula": "C3H11N2", "method": "ωB97M-V with the def2-TZVPD basis set", "e_homo_ev": -14.458, "e_tot_ha": -230.1285, "max_force_ha_per_bohr": 0.0666, "smiles": "CNCC[NH3+]", "e_lumo_ha": -0.121, "charge": 1, "spin_multiplicity": 1, "gap_ha": 0.410, "species": ["C", "N", "C", "C", "N", "H", "H", "H", "H", "H", "H", "H", "H", "H", "H", "H"], "coordinates": [[-1.0143, -1.2759, -1.0081], [-0.8538, -0.6832, 0.3809], [0.5693, -0.5147, 0.7290], [1.2812, 0.7488, 0.0341], [0.0761, 1.6382, -0.0228], [-0.5284, -2.3089, -0.9949], [-0.5926, -0.5961, -1.7155], [-2.1209, -1.3472, -1.2508], [-1.2169, -1.4288, 0.9646], [1.0893, -1.4207, 0.4391], [0.7516, -0.3914, 1.7621], [1.8210, 0.5043, -0.9553], [2.0829, 1.1626, 0.5927], [-0.7337, 1.0038, 0.1902], [-0.0054, 2.2593, 0.7474], [-0.1195, 2.1292, -0.8168]], "forces_ev_per_a": [[-0.911, -0.996, 1.351], [0.362, -0.178, -0.910], [1.487, -0.653, -1.576], [-1.122, -2.219, -1.340], [0.634, -1.040, 1.764], [-0.597, 1.400, -0.542], [0.549, 0.141, -0.665], [1.395, -0.084, 0.438], [-0.164, 0.545, 0.580], [0.504, -0.093, -0.067], [-0.453, 0.053, 1.332], [-1.761, 0.559, 1.064], [0.231, 0.486, 1.025], [-0.458, -0.731, -0.433], [0.573, 1.108, 0.940], [-0.270, 1.701, -2.962]]}

Entry 11:
{"formula": "C3H11N2", "method": "ωB97M-V with the def2-TZVPD basis set", "e_homo_ev": -14.767, "e_tot_ha": -230.1091, "max_force_ha_per_bohr": 0.0974, "smiles": "C[NH+](C)CN", "e_lumo_ha": -0.122, "charge": 1, "spin_multiplicity": 1, "gap_ha": 0.421, "species": ["C", "N", "C", "C", "N", "H", "H", "H", "H", "H", "H", "H", "H", "H", "H", "H"], "coordinates": [[1.5025, 0.9398, -0.1213], [0.3555, 0.1777, 0.3769], [0.4388, -1.3306, 0.1181], [-0.8653, 0.7188, -0.2797], [-2.1681, -0.1826, -0.0488], [1.6369, 0.6052, -1.2401], [1.1505, 2.0469, -0.1468], [2.5031, 0.9084, 0.5122], [0.2596, 0.1893, 1.3805], [0.2940, -1.5593, -0.9320], [1.3653, -1.7012, 0.3453], [-0.3812, -1.8377, 0.7117], [-1.0478, 1.7059, 0.0960], [-0.6576, 0.8061, -1.3327], [-2.0498, -1.0600, -0.4135], [-2.3363, -0.4268, 0.9741]], "forces_ev_per_a": [[1.852, 2.030, -1.343], [0.035, -2.282, -0.351], [-2.849, 0.425, -0.148], [-3.587, -2.358, 0.930], [2.045, 3.870, 2.435], [0.137, 0.665, 2.308], [0.846, -1.818, 0.049], [-2.342, -0.425, -1.328], [0.001, 0.735, 0.537], [-0.252, 0.387, -0.236], [2.382, -0.636, 1.069], [1.227, 0.643, -0.643], [-0.227, 0.360, 0.409], [-0.072, -0.341, -0.383], [0.472, -2.453, -1.871], [0.334, 1.199, -1.433]]}

Entry 12:
{"formula": "C3H11N2", "method": "ωB97M-V with the def2-TZVPD basis set", "e_homo_ev": -14.928, "e_tot_ha": -230.1070, "max_force_ha_per_bohr": 0.0487, "e_lumo_ha": -0.171, "charge": 1, "spin_multiplicity": 1, "gap_ha": 0.378, "species": ["C", "N", "H", "H", "H", "H", "H", "H", "C", "C", "N", "H", "H", "H", "H", "H"], "coordinates": [[-0.9727, -2.1302, 0.1604], [-1.3580, -0.7283, -0.1504], [-0.8719, -2.6537, -0.7891], [-0.0246, -2.1977, 0.6965], [-1.6942, -2.6347, 0.8013], [-1.9101, -0.6615, -0.9978], [-0.2279, 0.1753, -0.0841], [-1.9783, -0.4223, 0.5961], [0.5715, 2.3016, 0.0925], [1.7688, 0.2066, -0.1982], [0.7175, 0.9186, -0.3706], [-0.4055, 2.6438, -0.2500], [1.3676, 2.9095, -0.3278], [0.5828, 2.3472, 1.1877], [1.8994, -0.6427, -0.8599], [2.5357, 0.5687, 0.4932]], "forces_ev_per_a": [[0.099, -0.282, -0.378], [0.363, 0.358, 1.572], [0.018, -0.204, 0.208], [0.071, 0.344, -0.138], [-0.200, 0.062, -0.260], [0.210, -0.005, -0.169], [-1.000, -0.332, -2.274], [-0.053, 0.159, -0.098], [-0.186, -0.387, 0.632], [0.265, 1.613, -0.174], [-0.169, -0.804, 1.082], [0.217, 0.131, -0.027], [-0.047, 0.039, 0.028], [0.127, 0.115, -0.141], [-0.183, -0.702, 0.789], [0.468, -0.105, -0.653]]}